# 1
C10H19INO2 | ωB97M-V with the def2-TZVPD basis set

Output
Charge: -1
Relative energy (zero: lowest compared OMol25 entry of this formula, charge and spin) (kcal per mole): 25.4
LUMO energy (alpha / beta) (eV): 2.75 / 2.75
Electronic energy (Eh): -895.31267
Orbital gap (alpha / beta) (eV): 6.41 / 6.40

Last column: Mulliken charge in e.
Element x y z (Å)
1 I 4.1234 0.0102 -0.0794  -0.196
2 O -1.5112 3.9848 1.1088  -0.665
3 O -1.1603 3.4913 -1.0286  -0.654
4 N -0.3675 2.0259 0.7324  0.016
5 C 0.5790 -1.6515 0.3411  -1.538
6 C 0.9061 -0.3059 2.2736  -1.624
7 C 0.0946 0.9621 0.1200  -0.926
8 C -0.2135 1.0986 -1.2712  1.132
9 C -1.4536 -0.5494 1.3554  -1.805
10 C 0.1045 -0.3881 0.9876  1.969
11 C -1.7132 0.9245 -1.4981  -1.553
12 C 0.5895 0.2101 -2.2422  -1.293
13 C -1.1202 3.3718 0.1914  0.460
14 C 2.5119 1.3720 0.1806  -1.326
15 H -2.1206 1.6461 -2.2234  0.325
16 H 2.6532 2.1813 -0.5077  0.571
17 H 2.6324 1.7477 1.1851  0.423
18 H -1.4780 -1.3623 2.1102  0.446
19 H 0.8062 -1.1999 2.8998  0.492
20 H 0.7578 -2.5096 1.0976  0.356
21 H -1.7708 0.4151 1.6636  0.436
22 H 1.9719 -0.4174 1.9482  0.250
23 H 1.6286 -1.6265 0.0616  0.206
24 H 0.8904 0.8572 -3.1176  0.319
25 H -1.8758 -0.9018 0.4353  0.368
26 H -1.9665 -0.1587 -1.7820  0.313
27 H 0.6381 0.5570 2.9231  0.338
28 H 0.0921 -0.6807 -2.6987  0.291
29 H 0.0238 2.1233 -1.6316  0.625
30 H 1.4980 -0.1641 -1.7852  0.248
31 H -0.1332 -1.9923 -0.4827  0.249
32 H -2.2544 1.2567 -0.5309  0.334
33 H -0.2088 2.0652 1.7588  0.413

---

# 2
C19H71N17O15 | ωB97M-V with the def2-TZVPD basis set

Output
LUMO energy (eV): -0.02
Electronic energy (Eh): -2826.21051
Orbital gap (eV): 8.85

Last column: Mulliken charge in e.
Element x y z (Å)
1 O -0.2097 3.7416 -0.5175  -0.650
2 O 1.9757 1.2434 -3.5907  -0.662
3 O 5.6572 1.0045 -2.2199  -0.643
4 O -1.2392 1.9175 -4.9887  -0.707
5 O 3.2689 2.4033 4.9212  -0.385
6 O -1.8865 -5.8358 -1.4807  -0.730
7 O -1.1856 0.8483 5.0373  -0.612
8 O 0.6324 -0.0243 0.3928  -0.550
9 O -4.4007 -1.0152 -5.9722  -0.302
10 O -4.4527 1.3193 -0.7120  -0.669
11 O 2.2267 5.0787 1.4920  -0.634
12 O 2.6999 -0.9992 -1.5490  -0.357
13 O 1.1707 -5.7915 2.2616  -0.687
14 O 5.0025 -5.0752 0.0768  -0.655
15 O -1.9486 2.8844 1.4432  -0.453
16 N -1.3131 -4.3312 -3.0953  -0.252
17 N 4.3305 -2.8941 0.0827  -0.274
18 N 6.2091 3.0018 -1.2953  -0.395
19 N -0.2996 -0.9978 4.0038  -0.347
20 N -3.0989 -5.7179 -3.3965  -0.416
21 N -0.0257 -2.2723 -0.9417  -0.165
22 N 0.0175 -4.8926 0.4792  0.049
23 N 4.0643 2.6192 -2.0416  -0.180
24 N 3.1859 -4.4064 -1.1600  -0.391
25 N -4.3147 -0.1575 -3.3219  -0.685
26 N -1.8842 1.6869 -2.7803  0.008
27 N 5.1045 3.1264 7.1470  -0.788
28 N -0.6306 3.4483 -3.4226  -0.224
29 N -0.6525 -0.9836 6.2677  -0.448
30 N -0.2311 -7.0781 1.0417  -0.335
31 N -4.1359 2.3974 1.9891  -0.374
32 N -2.9691 3.9717 3.1742  -0.459
33 C -1.2077 2.2841 -3.8241  0.485
34 C -2.0592 -5.3357 -2.5806  0.611
35 C -1.0769 -1.2485 -0.8059  2.283
36 C 3.8557 3.8772 6.7398  0.178
37 C -3.9849 -1.5892 -3.6829  0.784
38 C -0.4034 0.1268 -0.5499  -0.307
39 C -0.8042 -0.3075 5.0745  0.549
40 C 5.3277 2.1295 -1.8880  0.657
41 C 3.6239 3.7372 5.2484  -0.513
42 C -2.9371 3.0778 2.1285  0.336
43 C 4.1806 5.3340 7.1055  -1.335
44 C 0.3880 -5.8908 1.3377  0.530
45 C 4.2320 -4.2185 -0.2917  0.483
46 C -4.4978 -2.4378 -2.5215  -1.279
47 C 1.4004 1.1489 0.5725  -0.803
48 C -4.7404 -1.9252 -4.9624  -1.020
49 C -5.3580 -0.9261 -7.0054  -0.794
50 C 3.3157 2.2053 3.5163  -0.582
51 C -1.9217 -1.6227 0.4019  -1.784
52 H 0.8892 1.9059 1.1793  0.123
53 H -5.3473 -1.9735 -2.0208  0.361
54 H -3.7331 -2.4474 -1.7368  -0.103
55 H 2.4280 2.7376 3.1422  0.280
56 H -4.0215 0.3268 -4.1774  0.223
57 H -3.0524 -5.4258 -4.3566  0.181
58 H -4.1774 1.7256 1.2305  0.245
59 H -0.8755 -7.1569 0.2756  0.184
60 H 1.2291 0.9747 -4.1412  0.220
61 H 0.3026 -3.9719 0.7457  -0.155
62 H -6.1897 -0.3040 -6.6442  0.328
63 H 0.0315 -1.7157 6.3185  0.191
64 H -5.8201 -1.8788 -4.7514  0.427
65 H -1.8776 2.1625 -1.8963  0.043
66 H -4.5926 2.2362 2.8699  0.206
67 H -3.6948 -6.4807 -3.1396  0.226
68 H 2.8108 -5.3318 -1.2510  0.263
69 H 2.3641 0.9165 1.0148  0.194
70 H -0.9123 -0.4790 7.0938  0.242
71 H -2.7951 -0.9537 0.4125  0.234
72 H 3.0170 3.5243 7.3368  0.408
73 H 0.0572 0.3741 -1.5214  0.500
74 H 2.7702 4.3855 5.0019  0.231
75 H 5.7671 3.3430 6.4005  0.299
76 H -1.6375 -1.0917 -1.7284  -0.820
77 H 0.6655 -1.9474 -0.2591  0.092
78 H 1.4762 4.5582 1.1850  0.329
79 H -4.5204 -2.9587 -5.2735  0.352
80 H 5.1280 5.5948 6.6401  0.315
81 H -0.6335 3.6611 -2.4364  0.161
82 H 1.5315 1.6038 -0.4196  0.497
83 H -4.6688 -3.4810 -2.7826  0.490
84 H 4.1574 5.4301 8.1874  0.342
85 H -0.0158 3.9302 -4.0504  0.245
86 H -2.4679 0.8898 -2.9678  -0.082
87 H 5.1456 -2.5584 0.5598  0.212
88 H 3.3664 2.0627 -2.5037  0.081
89 H -2.9021 -1.6632 -3.7732  0.304
90 H 1.8452 5.7170 2.1017  0.290
91 H -2.3587 -2.6161 0.2785  0.507
92 H -2.1447 4.5477 3.1334  0.235
93 H -1.4108 -3.9867 -4.0332  0.216
94 H 2.9072 -0.9074 -2.4839  0.143
95 H -1.1300 0.9131 -0.3360  0.154
96 H -0.0418 -7.8586 1.6396  0.188
97 H -5.3351 1.0233 -0.4651  0.284
98 H -4.1247 0.6255 -1.3066  0.292
99 H -0.1824 -0.4722 3.1563  0.135
100 H 4.8852 2.1585 6.8907  0.320
101 H 3.1088 1.1609 3.2915  0.270
102 H -3.8459 4.3063 3.5255  0.198
103 H 7.1860 2.7827 -1.3274  0.231
104 H -0.2868 3.1801 0.2650  0.189
105 H -0.6337 -5.0349 -0.2840  0.294
106 H 3.8101 3.4866 -1.6061  0.227
107 H -0.3143 -2.0010 4.0316  0.237
108 H 0.5040 -1.9817 -1.7715  0.354
109 H -5.7771 -1.8863 -7.3149  0.307
110 H 2.0414 -0.3160 -1.3781  0.130
111 H 3.8365 -2.1928 -0.4533  0.192
112 H -4.9180 -0.4084 -7.8527  0.249
113 H 5.9099 3.8939 -0.9498  0.155
114 H 4.2156 2.5961 3.0406  0.327
115 H -1.4703 -1.5358 1.3861  0.109
116 H -0.9371 4.3650 -0.4156  0.360
117 H 2.5637 -3.6165 -1.2155  0.183
118 H -5.3285 -0.1230 -3.4294  0.336
119 H -0.5052 -4.0065 -2.5883  -0.023
120 H 2.7554 1.0226 -4.1163  0.269
121 H 4.5611 3.9669 4.7313  0.307
122 H 3.4130 6.0349 6.7559  0.364

---

# 3
C4H14N2O2 | ωB97M-V with the def2-TZVPD basis set

Output
Relative energy (zero: lowest compared OMol25 entry of this formula, charge and spin) (kcal per mole): 41.9
LUMO energy (eV): 0.89
Electronic energy (Eh): -420.73831
Orbital gap (eV): 9.79

Last column: Mulliken charge in e.
Element x y z (Å)
1 O 2.4924 -1.1517 -1.4037  -0.567
2 O -2.6800 -2.9992 0.5647  -0.633
3 N -0.9632 0.3528 1.5319  -0.753
4 N -0.5832 2.6570 -1.1610  -0.595
5 C -0.0248 2.2223 0.1638  -0.632
6 C 1.1103 -0.1166 0.4259  -1.080
7 C 1.3147 -1.1881 -0.6295  -0.273
8 C -0.2149 0.6691 0.3094  0.338
9 H 1.0189 2.5266 0.1681  0.218
10 H 0.5027 -1.3273 -1.3688  0.304
11 H -0.8129 0.9109 2.3644  0.220
12 H -1.9677 0.4371 1.3985  0.258
13 H 1.2002 -0.5509 1.4176  0.343
14 H -0.8699 0.4115 -0.5422  0.444
15 H 1.2784 -2.1783 -0.1637  0.238
16 H -2.3396 -3.8800 0.7081  0.310
17 H -2.6037 -2.5990 1.4263  0.312
18 H 1.9410 0.6005 0.4448  0.439
19 H -0.6982 2.6488 0.9190  0.404
20 H 3.0500 -0.3818 -1.2991  0.302
21 H 0.0261 2.3018 -1.8827  0.200
22 H -0.7498 3.6497 -1.1144  0.201

---

# 4
C14H48N16O10 | ωB97M-V with the def2-TZVPD basis set

Output
Charge: +1
Relative energy (zero: lowest compared OMol25 entry of this formula, charge and spin) (kcal per mole): 70.6
2S+1: 2
LUMO energy (alpha / beta) (eV): -2.53 / -8.61
Electronic energy (Eh): -2190.56396
Orbital gap (alpha / beta) (eV): 8.83 / 2.75

Last column: Mulliken charge in e.
Element x y z (Å)
1 O -4.7521 3.4447 -0.3036  -0.437
2 O 3.7204 2.2630 -2.9400  -0.825
3 O 0.2294 -1.5264 0.3212  -0.153
4 O -1.4310 -2.7872 4.7545  -0.637
5 O -1.0376 -0.5844 -6.0047  -0.524
6 O -3.9109 -4.5474 1.8782  -0.729
7 O 1.5038 -0.2621 4.4504  -0.750
8 O 5.0848 -2.3181 -1.6331  -0.731
9 O -0.0215 4.8771 -1.2290  -0.786
10 O -2.6056 2.6365 2.1722  -0.693
11 N 2.1060 4.2921 -0.8030  -0.312
12 N -1.8825 4.2640 0.8125  -0.227
13 N 5.6133 2.3269 -1.7913  -0.404
14 N -2.3140 -4.8742 0.3960  -0.373
15 N 1.1001 3.3660 -2.4574  -0.181
16 N -3.2878 -1.6170 4.8045  -0.368
17 N -1.4374 -0.6042 4.3517  -0.111
18 N 2.9156 -3.1742 -1.4900  -0.378
19 N -4.1911 1.4957 0.3236  0.096
20 N 4.7279 0.4442 -1.9230  -0.185
21 N -0.4298 3.1151 1.9785  -0.281
22 N -2.1015 -3.2383 1.8739  0.045
23 N 3.3754 -1.3823 4.1107  -0.428
24 N 1.5963 -2.0088 3.0488  0.019
25 N -6.1545 1.8564 -0.6167  -0.401
26 N 4.0869 -3.0658 0.1508  -0.258
27 C -1.1666 0.6478 -4.0021  -1.019
28 C 4.6125 1.6882 -2.3050  0.771
29 C -2.8029 -4.2386 1.4275  0.620
30 C 0.9547 4.2169 -1.4570  0.703
31 C 0.3578 -0.0933 0.5435  0.929
32 C 4.0874 -2.8736 -1.0635  0.699
33 C -1.8232 -0.5600 -4.8484  0.446
34 C -5.0562 2.3352 -0.1134  0.713
35 C -2.0314 -1.7216 4.6434  0.434
36 C 1.8259 0.3287 0.2267  -1.239
37 C -1.7632 -1.8095 -4.0198  -1.314
38 C -0.7059 0.4994 -0.3668  -0.791
39 C -1.6830 3.3069 1.7005  0.702
40 C 2.1331 -1.1748 3.9208  0.789
41 H 6.4064 1.8150 -1.4320  0.167
42 H -2.7911 4.4377 0.4071  0.295
43 H 0.1088 3.9608 1.8565  0.232
44 H 0.4412 3.4300 -3.2202  0.217
45 H -0.4448 -0.6263 4.1665  -0.091
46 H -1.7044 0.3734 0.0518  -0.071
47 H 0.7201 -1.6994 -0.4855  0.093
48 H -3.7777 -0.7808 4.5201  0.147
49 H 2.9061 3.7063 -0.9948  0.075
50 H -6.5230 0.9193 -0.5375  0.201
51 H -3.8188 -2.4686 4.9180  0.295
52 H -0.4769 1.5595 -0.4751  0.153
53 H -2.3510 -2.8599 2.7765  0.174
54 H -1.1295 -1.4809 -6.3357  0.315
55 H 2.1571 -3.5893 -0.9680  0.161
56 H -1.1669 -3.0882 1.5215  -0.038
57 H 2.0397 0.5837 -0.8113  0.125
58 H -2.1963 -1.7811 -3.0199  0.350
59 H -3.4338 1.8801 0.8701  -0.050
60 H -0.0771 0.6813 -4.0000  0.316
61 H -1.5274 0.5844 -2.9755  0.150
62 H 5.4701 0.1016 -1.3298  0.130
63 H -2.2291 -2.6319 -4.5627  0.416
64 H -1.3296 1.6089 -4.4896  0.468
65 H -2.8191 -0.1858 -5.0857  0.199
66 H 4.9284 -2.8706 0.6740  0.190
67 H 5.6904 3.2990 -2.0543  0.258
68 H 2.1601 1.1369 0.8773  0.425
69 H 3.7047 -2.2998 3.8465  0.175
70 H 2.7965 -2.7983 -2.4199  0.210
71 H 2.5125 -0.4826 0.4687  0.323
72 H 3.2957 -3.5552 0.5441  0.125
73 H 1.9768 2.9023 -2.6483  0.173
74 H -1.9321 0.2471 4.5770  0.166
75 H -1.3291 -4.8529 0.1734  0.145
76 H -4.4771 0.5342 0.4414  0.239
77 H 2.2320 4.8531 0.0274  0.209
78 H 0.6035 -1.9821 2.8647  -0.222
79 H 4.0229 -0.2346 -2.1725  0.006
80 H -0.5673 0.1020 -1.3723  0.305
81 H 2.1808 -2.7324 2.6552  0.081
82 H -2.8310 -5.6762 0.0647  0.242
83 H -0.2984 2.4929 2.7631  0.209
84 H 0.0365 0.2749 1.5178  -0.077
85 H -1.0105 4.5140 0.3685  0.086
86 H -6.5663 2.6104 -1.1478  0.269
87 H -0.7361 -2.0907 -3.7873  0.310
88 H 3.7122 -0.7843 4.8517  0.292